[1]
DFT (ωB97M-V/def2-TZVPD) results for a 2-piece molecular cluster, C3H5NSi overall in a non-equilibrium geometry.

Geometry as XYZ:
```
10
Properties=species:S:1:pos:R:3
C 4.71334 -0.11418 -0.46648
C -2.19125 -0.71878 -0.07088
C -0.93104 -0.42337 -0.27012
N 3.72127 -0.26242 0.11375
Si 0.06480 1.18328 0.08719
H -2.61545 -1.67815 -0.32179
H -2.90811 0.03400 0.27748
H -0.45797 -1.32504 -0.72597
H -0.75784 2.00285 0.95495
H 1.36226 1.30182 0.42188
```

Properties
HOMO (spin up / spin down) (eV): -11.460 / -7.397
Frontier orbital gap (spin up / spin down) (eV): 9.57 / 3.00
Largest force on an atom (eV/Å): 4.53
ΔE to the lowest compared entry with this formula, charge and spin (kJ/mol): 560.66

Here is what Löwdin gives for the atomic charges, in e: atom 1 (C): -0.192, atom 2 (C): -0.097, atom 3 (C): -0.375, atom 4 (N): -0.105, atom 5 (Si): 0.875, atom 6 (H): 0.058, atom 7 (H): 0.057, atom 8 (H): 0.059, atom 9 (H): -0.104, atom 10 (H): -0.176

[2]
DFT (ωB97M-V/def2-TZVPD) results for a 2-piece molecular cluster, C3H5O2 overall.

Geometry as XYZ:
```
10
Properties=species:S:1:pos:R:3
C -0.31580 0.96019 -1.11361
C -0.27446 1.74312 -0.03907
H -0.71533 1.39616 -2.02686
H -0.01210 -0.08160 -1.11509
H -0.45245 2.80973 -0.15337
H -0.04725 1.36366 0.94341
O -0.00313 -1.03329 1.43261
C 0.45550 -2.04677 0.86206
O 0.82494 -2.16808 -0.32009
H 0.54006 -2.94311 1.52999
```

Properties
HOMO (eV): -3.978
Frontier orbital gap (eV): 8.39
Net charge: -1
Largest force on an atom (eV/Å): 0.61
ΔE to the lowest compared entry with this formula, charge and spin (kJ/mol): 103.93

Here is what Löwdin gives for the atomic charges, in e: atom 1 (C): -0.080, atom 2 (C): -0.101, atom 3 (H): 0.026, atom 4 (H): 0.020, atom 5 (H): 0.022, atom 6 (H): 0.020, atom 7 (O): -0.148, atom 8 (C): -0.688, atom 9 (O): -0.147, atom 10 (H): 0.076

[3]
DFT (ωB97M-V/def2-TZVPD) results for one molecule with the formula C3H5O2P in a non-equilibrium geometry.

Geometry as XYZ:
```
11
Properties=species:S:1:pos:R:3
C 1.99467 0.08449 0.05356
C 0.54921 0.31410 -0.03633
C -0.42963 -0.52358 -0.03544
O -1.77434 -0.04682 0.02536
P -3.29572 -0.47765 -0.29796
O -4.00636 0.58338 0.34001
H 2.34462 -0.88227 -0.34224
H 2.47020 0.87618 -0.54363
H 2.26796 0.24622 1.04425
H 0.29755 1.32500 0.03094
H -0.41815 -1.49904 -0.23852
```

Properties
HOMO (eV): -9.638
Frontier orbital gap (eV): 9.70
Largest force on an atom (eV/Å): 3.97
SMILES string: C/C=C/OP=O
ΔE to the lowest compared entry with this formula, charge and spin (kJ/mol): 58.08

Here is what Löwdin gives for the atomic charges, in e: atom 1 (C): -0.085, atom 2 (C): -0.149, atom 3 (C): -0.156, atom 4 (O): -0.365, atom 5 (P): 0.776, atom 6 (O): -0.430, atom 7 (H): 0.091, atom 8 (H): 0.085, atom 9 (H): 0.057, atom 10 (H): 0.104, atom 11 (H): 0.073

[4]
DFT (ωB97M-V/def2-TZVPD) results for one molecule with the formula C3H5O2P in a non-equilibrium geometry.

Geometry as XYZ:
```
11
Properties=species:S:1:pos:R:3
C 1.26949 -0.97238 0.52782
C 0.31502 -0.25789 -0.40324
O 0.58155 1.09192 -0.60559
C -0.64525 0.75393 0.00975
P -2.04827 1.06020 -1.10215
O -3.08663 1.43562 -0.10486
H 1.45603 -0.19699 1.33414
H 2.15567 -1.36145 -0.15210
H 0.62500 -1.82078 0.96349
H 0.03192 -0.69325 -1.46787
H -0.65455 0.96108 1.00061
```

Properties
HOMO (eV): -9.587
Frontier orbital gap (eV): 8.81
Largest force on an atom (eV/Å): 3.47
SMILES string: C[C@@H]1O[C@H]1P=O
ΔE to the lowest compared entry with this formula, charge and spin (kJ/mol): 226.84

Here is what Löwdin gives for the atomic charges, in e: atom 1 (C): -0.043, atom 2 (C): -0.445, atom 3 (O): -0.089, atom 4 (C): -0.469, atom 5 (P): 0.961, atom 6 (O): -0.481, atom 7 (H): 0.103, atom 8 (H): 0.122, atom 9 (H): 0.100, atom 10 (H): 0.157, atom 11 (H): 0.084

[5]
DFT (ωB97M-V/def2-TZVPD) results for C3H5O2S2 as an isolated structure in a non-equilibrium geometry.

Geometry as XYZ:
```
12
Properties=species:S:1:pos:R:3
C 1.72857 0.87602 -0.00308
C -2.14693 -0.28021 0.13270
C 0.86327 -0.21302 -0.70420
O 2.13281 0.54889 1.21367
O 2.16346 1.84876 -0.55584
S 0.81477 -1.83317 -0.00575
S -1.10379 0.91467 -0.79435
H -1.45833 -1.12362 0.24877
H -3.09944 -0.44650 -0.42655
H -2.52772 0.17906 1.09978
H 0.87815 -0.17243 -1.71063
H 1.75517 -0.29844 1.50547
```

Properties
HOMO (eV): -3.984
Frontier orbital gap (eV): 7.56
Net charge: -1
Largest force on an atom (eV/Å): 4.01
ΔE to the lowest compared entry with this formula, charge and spin (kJ/mol): 58.13

Here is what Löwdin gives for the atomic charges, in e: atom 1 (C): -0.678, atom 2 (C): -0.544, atom 3 (C): -0.762, atom 4 (O): 0.040, atom 5 (O): 0.052, atom 6 (S): 0.399, atom 7 (S): 0.565, atom 8 (H): -0.090, atom 9 (H): 0.008, atom 10 (H): 0.021, atom 11 (H): -0.037, atom 12 (H): 0.024

[6]
DFT (ωB97M-V/def2-TZVPD) results for C3H5O2Tb as an isolated structure in a non-equilibrium geometry.

Geometry as XYZ:
```
11
Properties=species:S:1:pos:R:3
O 0.68431 0.40014 0.43293
Tb 2.44508 1.14686 -0.59828
O 3.27783 -1.03442 0.00727
C 2.92445 -2.00110 0.52393
C -0.55831 -0.21321 0.28343
C -1.64904 0.67813 -0.28394
H -0.42921 -1.09037 -0.37798
H -0.87110 -0.58283 1.27819
H -1.68651 0.59788 -1.38126
H -2.63899 0.37522 0.08719
H -1.49851 1.72369 0.02852
```

Properties
HOMO (spin up / spin down) (eV): -18.388 / -18.450
Frontier orbital gap (spin up / spin down) (eV): 6.96 / 6.96
Net charge: +2
Largest force on an atom (eV/Å): 6.91
Spin multiplicity: 7
Expectation value of S²: 12.74

Here is what Löwdin gives for the atomic charges, in e: atom 1 (O): -0.447, atom 2 (Tb): 2.205, atom 3 (O): -0.140, atom 4 (C): 0.239, atom 5 (C): -0.347, atom 6 (C): -0.060, atom 7 (H): 0.129, atom 8 (H): 0.142, atom 9 (H): 0.086, atom 10 (H): 0.103, atom 11 (H): 0.089

[7]
DFT (ωB97M-V/def2-TZVPD) results for C3H5O3 as an isolated structure in a non-equilibrium geometry.

Geometry as XYZ:
```
11
Properties=species:S:1:pos:R:3
C 1.89770 0.22993 -1.58656
C 0.64681 -0.05218 -1.15181
O -0.36323 0.71713 -0.88994
H 2.52621 -0.63370 -1.72740
H 2.14738 1.25105 -1.86049
H 0.40967 -1.14481 -1.03873
H -0.86865 0.62612 0.16269
O -1.52328 0.66334 1.17921
C -1.62912 -0.26821 2.05664
O -2.30256 -0.27815 3.06754
H -0.94093 -1.11051 1.78887
```

Properties
HOMO (eV): -4.331
Frontier orbital gap (eV): 8.59
Net charge: -1
Largest force on an atom (eV/Å): 1.58
ΔE to the lowest compared entry with this formula, charge and spin (kJ/mol): 42.78

Here is what Löwdin gives for the atomic charges, in e: atom 1 (C): -0.062, atom 2 (C): -0.431, atom 3 (O): -0.115, atom 4 (H): 0.005, atom 5 (H): 0.025, atom 6 (H): 0.098, atom 7 (H): 0.003, atom 8 (O): -0.043, atom 9 (C): -0.554, atom 10 (O): -0.041, atom 11 (H): 0.116

[8]
DFT (ωB97M-V/def2-TZVPD) results for one molecule with the formula C3H5O3 in a non-equilibrium geometry.

Geometry as XYZ:
```
11
Properties=species:S:1:pos:R:3
O -1.55910 -1.30379 0.18320
C -0.46366 -0.94682 0.55612
O 0.40065 -1.82675 0.97521
C 0.00334 0.48557 0.50632
C 0.64950 0.78674 -0.87645
O 0.68438 2.14898 -1.12004
H -0.85650 1.13738 0.58935
H 0.69964 0.73012 1.31094
H 0.02906 0.28682 -1.62346
H 1.59269 0.24086 -0.93545
H 1.21725 2.54336 -0.42545
```

Properties
HOMO (spin up / spin down) (eV): -10.925 / -10.653
Frontier orbital gap (spin up / spin down) (eV): 11.55 / 7.51
Largest force on an atom (eV/Å): 1.98
Spin multiplicity: 2
Expectation value of S²: 0.75
ΔE to the lowest compared entry with this formula, charge and spin (kJ/mol): 0.00

Here is what Löwdin gives for the atomic charges, in e: atom 1 (O): 0.132, atom 2 (C): -0.603, atom 3 (O): 0.249, atom 4 (C): -0.073, atom 5 (C): -0.274, atom 6 (O): -0.030, atom 7 (H): 0.130, atom 8 (H): 0.124, atom 9 (H): 0.129, atom 10 (H): 0.123, atom 11 (H): 0.094

Copy entry 3 word for word.
DFT (ωB97M-V/def2-TZVPD) results for one molecule with the formula C3H5O2P in a non-equilibrium geometry.

Geometry as XYZ:
```
11
Properties=species:S:1:pos:R:3
C 1.99467 0.08449 0.05356
C 0.54921 0.31410 -0.03633
C -0.42963 -0.52358 -0.03544
O -1.77434 -0.04682 0.02536
P -3.29572 -0.47765 -0.29796
O -4.00636 0.58338 0.34001
H 2.34462 -0.88227 -0.34224
H 2.47020 0.87618 -0.54363
H 2.26796 0.24622 1.04425
H 0.29755 1.32500 0.03094
H -0.41815 -1.49904 -0.23852
```

Properties
HOMO (eV): -9.638
Frontier orbital gap (eV): 9.70
Largest force on an atom (eV/Å): 3.97
SMILES string: C/C=C/OP=O
ΔE to the lowest compared entry with this formula, charge and spin (kJ/mol): 58.08

Here is what Löwdin gives for the atomic charges, in e: atom 1 (C): -0.085, atom 2 (C): -0.149, atom 3 (C): -0.156, atom 4 (O): -0.365, atom 5 (P): 0.776, atom 6 (O): -0.430, atom 7 (H): 0.091, atom 8 (H): 0.085, atom 9 (H): 0.057, atom 10 (H): 0.104, atom 11 (H): 0.073

Q: Which formula does entry 7 have?
A: C3H5O3